C34H67N9O9S | ωB97M-V/def2-TZVPD

Geometry as XYZ:
```
120
Properties=species:S:1:pos:R:3:lowdin_charge:R:1
C -0.032 4.554 2.032 -0.08
C -0.961 3.275 1.787 -0.28
O -2.266 3.546 2.305 -0.16
C -2.994 2.316 2.586 -0.13
C -2.718 1.207 1.488 -0.06
C -3.169 1.359 0.094 -0.15
O -3.856 2.531 -0.217 -0.10
C -5.195 2.590 0.335 -0.23
C -5.862 1.200 0.670 -0.07
C -2.875 0.319 -1.004 -0.03
C -3.334 0.558 -2.479 -0.17
C -4.816 1.079 -2.657 -0.10
C -2.109 -0.891 -0.614 -0.06
C -1.804 -1.926 -1.750 -0.10
C -1.384 -3.369 -1.268 -0.37
O -1.022 -4.122 -2.465 -0.08
C -2.501 -4.165 -0.506 -0.22
N -3.605 -4.501 -1.458 0.00
C -1.680 -0.987 0.813 -0.22
N -0.925 -2.017 1.361 -0.26
S -0.677 -1.753 2.972 0.98
N -1.456 -0.272 3.210 -0.22
C -1.935 0.003 1.949 -0.29
H -0.395 5.378 1.362 0.07
H -0.049 4.853 3.120 0.08
H 1.011 4.260 1.701 0.08
H -0.431 2.427 2.326 0.12
H -0.948 3.123 0.663 0.13
H -4.089 2.546 2.658 0.11
H -2.646 1.961 3.595 0.12
H -5.283 3.290 1.222 0.12
H -5.841 3.067 -0.467 0.12
H -5.453 0.838 1.663 0.08
H -5.737 0.415 -0.115 0.06
H -6.960 1.406 0.865 0.09
H -3.201 -0.318 -3.161 0.10
H -2.660 1.376 -2.890 0.13
H -5.025 1.061 -3.773 0.05
H -4.941 2.164 -2.365 0.08
H -5.601 0.417 -2.196 0.07
H -1.085 -1.467 -2.496 0.14
H -2.771 -2.055 -2.329 0.11
H -0.423 -3.263 -0.680 0.13
H -0.198 -3.684 -2.756 0.09
H -2.851 -3.689 0.450 0.10
H -2.045 -5.161 -0.212 0.12
H -4.166 -3.648 -1.525 0.06
H -4.144 -5.270 -1.056 0.07
C 4.819 -1.916 4.938 -0.38
O 5.083 -0.800 4.522 -0.01
N 3.699 -2.620 4.638 -0.20
C 3.454 -3.947 5.173 -0.05
C 2.713 -2.025 3.753 -0.06
H 5.501 -2.456 5.616 0.14
H 3.356 -4.653 4.346 0.08
H 2.528 -3.933 5.753 0.09
H 4.274 -4.264 5.817 0.09
H 3.180 -1.806 2.791 0.10
H 2.356 -1.090 4.191 0.09
H 1.876 -2.704 3.607 0.04
C -5.384 3.048 -6.141 -0.32
O -5.074 1.969 -5.665 -0.01
N -4.524 4.060 -6.402 -0.19
C -4.968 5.316 -6.971 -0.07
C -3.115 3.880 -6.104 -0.04
H -6.426 3.288 -6.404 0.14
H -4.455 5.478 -7.923 0.09
H -4.722 6.127 -6.281 0.09
H -6.041 5.307 -7.140 0.05
H -2.733 3.027 -6.669 0.09
H -2.997 3.673 -5.038 0.09
H -2.554 4.775 -6.367 0.09
C 6.270 -4.583 3.389 -0.34
O 5.597 -5.587 3.216 0.00
N 7.616 -4.517 3.281 -0.19
C 8.343 -3.283 3.502 -0.05
C 8.353 -5.719 2.931 -0.03
H 5.809 -3.621 3.657 0.10
H 8.890 -3.022 2.592 0.09
H 9.050 -3.426 4.323 0.09
H 7.662 -2.469 3.754 0.08
H 8.004 -6.085 1.965 0.05
H 8.163 -6.487 3.685 0.10
H 9.421 -5.512 2.880 0.09
C 7.218 2.926 7.932 -0.36
O 6.908 2.708 9.087 0.01
N 6.862 2.165 6.868 -0.20
C 7.271 2.491 5.517 -0.06
C 6.044 0.986 7.088 -0.04
H 7.837 3.796 7.652 0.13
H 6.382 2.646 4.901 0.09
H 7.856 1.663 5.110 0.09
H 7.877 3.398 5.503 0.08
H 5.103 1.284 7.555 0.10
H 6.570 0.306 7.764 0.09
H 5.842 0.481 6.144 0.05
C -7.928 7.144 -6.035 -0.34
O -7.729 5.952 -5.884 -0.01
N -8.806 7.684 -6.913 -0.20
C -8.988 9.116 -7.036 -0.06
C -9.590 6.799 -7.756 -0.04
H -7.386 7.901 -5.445 0.14
H -10.029 9.366 -6.814 0.09
H -8.751 9.421 -8.058 0.09
H -8.338 9.651 -6.344 0.08
H -10.186 6.136 -7.127 0.09
H -8.917 6.191 -8.364 0.09
H -10.247 7.376 -8.405 0.09
C 7.021 -7.455 0.045 -0.34
O 8.235 -7.399 0.134 0.00
N 6.330 -7.613 -1.110 -0.20
C 4.882 -7.671 -1.136 -0.06
C 7.062 -7.728 -2.357 -0.04
H 6.369 -7.379 0.931 0.13
H 4.569 -8.629 -1.557 0.09
H 4.502 -6.858 -1.759 0.09
H 4.471 -7.572 -0.132 0.09
H 7.730 -8.590 -2.305 0.09
H 7.664 -6.829 -2.506 0.09
H 6.373 -7.849 -3.193 0.09
```

Output
2S+1   1
HOMO energy   -8.327 eV